No. 1
20
Properties=species:S:1:pos:R:3:forces:R:3:nbo_charge:R:1 method="wB97M-V/def2-TZVPD" s_squared=2.02 lumo_energy_ev="-0.4274 / -2.8897" multiplicity=3 homo_ev="-7.025 / -9.832" energy_ha=-825.3920
C -1.834 -1.831 0.103 0.558 0.671 -0.062 0.210
C 1.169 0.178 0.114 0.012 -0.277 0.009 -0.403
C 0.473 -0.337 -1.143 0.058 0.364 -0.274 -0.389
C 0.443 -0.269 1.379 0.008 0.376 0.180 -0.390
C -1.006 0.102 -1.178 0.437 -0.401 -0.129 -0.446
C -1.036 0.156 1.332 0.298 -0.377 0.108 -0.447
C -1.599 -0.437 0.080 0.287 0.175 -0.069 -0.119
N -2.026 -2.963 0.110 -0.424 -0.853 0.050 -0.334
F -3.899 1.502 -0.381 0.386 -1.382 0.488 -0.465
S -3.968 -0.042 0.205 -1.711 1.408 -0.326 0.668
H 2.195 -0.198 0.137 0.026 0.118 -0.014 0.215
H 1.214 1.269 0.085 0.040 0.090 -0.002 0.195
H 0.979 0.034 -2.034 0.106 -0.057 -0.060 0.212
H 0.513 -1.430 -1.161 0.014 0.008 -0.071 0.206
H 0.493 -1.357 1.466 0.009 -0.021 0.059 0.207
H 0.914 0.164 2.262 0.093 -0.060 0.056 0.212
H -1.075 1.190 -1.198 -0.046 0.041 0.004 0.215
H -1.492 -0.304 -2.066 -0.053 0.068 -0.007 0.222
H -1.559 -0.210 2.216 -0.057 0.050 0.064 0.220
H -1.112 1.244 1.298 -0.039 0.061 -0.003 0.212


No. 2
155
Properties=species:S:1:pos:R:3:forces:R:3:mulliken_charge:R:1 method="wB97M-V/def2-TZVPD" smiles="O=[N+]([O-])c1ccccc1.O=[N+]([O-])c1ccccc1.O=[N+]([O-])c1ccccc1.O=[N+]([O-])c1ccccc1.O=[N+]([O-])c1ccccc1.COC[C@H](C)N.COC[C@H](C)N.COC[C@H](C)N.COC[C@H](C)N.COC[C@H](C)N" lumo_energy_ev=-1.0570 homo_ev=-9.127 energy_ha=-3628.5594
O 2.396 -9.600 -1.055 2.350 0.990 -0.182 -0.542
N 3.635 -9.384 -1.000 -1.515 -1.976 0.600 0.877
O 4.439 -10.308 -0.886 -0.261 1.449 -0.255 -0.562
C 4.093 -7.995 -0.965 -0.621 2.727 0.658 -0.067
C 5.286 -7.562 -0.345 -0.804 -1.363 -1.553 -0.288
C 5.621 -6.210 -0.229 -1.545 0.602 0.342 -0.671
C 4.732 -5.196 -0.673 -0.777 -2.622 -1.005 -0.205
C 3.516 -5.667 -1.340 1.855 1.796 1.509 -0.440
C 3.164 -6.977 -1.372 1.011 -2.065 -0.614 -0.322
H 5.993 -8.348 -0.120 0.121 0.072 0.526 0.404
H 6.477 -6.010 0.399 0.268 0.407 -0.372 0.390
H 4.974 -4.147 -0.582 -0.070 -0.021 0.036 0.589
H 2.807 -4.965 -1.755 0.080 0.271 0.023 0.436
H 2.256 -7.249 -1.890 -0.126 -0.222 0.242 0.401
O -2.892 1.544 5.635 -0.682 -0.146 0.254 -0.538
N -4.013 1.236 5.280 -0.459 -0.114 -1.834 0.841
O -4.427 1.340 4.101 0.927 0.119 1.965 -0.383
C -4.954 0.595 6.208 -1.181 -0.151 2.280 0.107
C -4.830 0.552 7.644 -0.509 -0.205 -1.602 -0.602
C -5.800 -0.185 8.373 0.936 0.740 0.787 -0.301
C -6.837 -0.849 7.810 -0.239 -0.704 -3.001 -0.489
C -6.923 -0.826 6.395 -0.133 0.122 2.137 -0.503
C -6.080 -0.014 5.662 -0.442 -1.705 -0.936 -0.028
H -4.033 1.110 8.113 0.095 -0.220 0.143 0.416
H -5.839 -0.375 9.435 1.069 0.876 0.392 0.313
H -7.502 -1.490 8.370 0.008 0.133 0.200 0.380
H -7.614 -1.519 5.939 -0.215 0.412 -0.426 0.376
H -6.325 -0.164 4.621 0.874 0.817 -0.434 0.415
O -6.190 -4.733 -1.484 -0.442 2.998 -2.125 -0.587
N -5.585 -5.547 -0.898 3.873 -0.277 0.841 0.961
O -6.093 -6.418 -0.300 -1.178 -3.134 1.894 -0.558
C -3.996 -5.548 -0.768 -0.488 -1.321 0.131 -0.086
C -3.242 -4.426 -0.887 -2.872 1.832 -1.272 -0.115
C -1.899 -4.444 -0.836 1.119 1.177 0.480 -0.626
C -1.289 -5.578 -0.435 1.787 -1.330 0.525 -0.164
C -1.958 -6.769 -0.226 -0.708 1.055 -0.534 -0.923
C -3.337 -6.739 -0.463 -0.388 -1.114 0.187 -0.156
H -3.793 -3.526 -1.116 0.098 0.361 -0.075 0.489
H -1.298 -3.555 -0.959 -0.157 0.224 -0.086 0.472
H -0.224 -5.551 -0.256 0.220 -0.059 -0.073 0.434
H -1.356 -7.616 0.067 -0.539 -0.369 -0.030 0.442
H -3.883 -7.670 -0.424 -0.252 0.033 0.174 0.398
O -3.821 7.303 4.442 -0.585 0.688 0.462 -0.606
N -3.690 6.103 4.458 3.342 0.938 -0.576 1.060
O -4.494 5.292 4.154 -1.977 -1.362 -0.125 -0.613
C -2.279 5.619 4.673 1.214 0.828 0.748 -0.094
C -1.247 6.468 5.213 0.008 -1.382 -0.643 -0.552
C 0.047 5.928 5.331 -1.962 -1.822 -0.144 -0.465
C 0.253 4.547 5.000 -0.155 1.832 0.712 -0.599
C -0.807 3.738 4.566 2.418 0.115 0.335 -0.344
C -2.015 4.299 4.326 -1.716 0.985 0.007 0.063
H -1.305 7.489 5.561 -0.959 0.012 -0.199 0.422
H 0.759 6.490 5.917 0.424 0.034 -0.482 0.417
H 1.279 4.264 5.185 -0.096 -0.906 -0.132 0.382
H -0.700 2.672 4.435 0.247 0.010 -0.220 0.394
H -2.791 3.702 3.869 -0.185 0.015 0.193 0.502
O 5.309 -2.519 1.105 -0.402 1.867 1.077 -0.581
N 4.959 -1.452 1.635 -1.434 0.059 0.227 0.970
O 4.205 -1.365 2.638 2.028 -0.241 -2.263 -0.556
C 5.353 -0.151 0.933 -0.063 1.286 1.009 0.181
C 4.690 1.085 1.290 -0.513 -2.709 0.255 -0.344
C 4.965 2.285 0.682 1.522 -1.515 -0.270 -0.531
C 6.086 2.241 -0.172 0.462 0.694 0.725 -0.513
C 6.883 1.099 -0.391 -1.714 0.323 -0.682 -0.800
C 6.447 -0.138 0.079 -0.493 -0.125 0.390 -0.050
H 3.901 0.960 2.016 -0.139 0.231 0.113 0.472
H 4.424 3.185 0.935 -0.009 -0.026 -0.187 0.566
H 6.379 3.227 -0.501 0.394 -0.121 -0.670 0.397
H 7.659 1.086 -1.142 0.309 0.359 0.227 0.394
H 6.911 -1.059 -0.241 0.142 -0.062 0.109 0.380
C 6.733 0.915 -5.140 0.325 -1.475 0.551 -0.237
O 7.103 -0.440 -5.488 -0.921 -1.361 -0.116 -0.458
C 6.081 -1.464 -5.145 -0.496 2.164 -1.332 -0.767
C 5.908 -1.848 -3.713 -2.496 1.033 2.245 0.329
C 4.924 -0.975 -2.896 -1.218 -0.172 -2.061 -0.398
N 7.114 -1.938 -2.972 1.703 -0.823 -0.627 -0.558
H 7.378 1.591 -5.702 0.074 -0.141 0.238 0.260
H 6.898 0.923 -4.062 0.053 1.007 0.100 -0.009
H 5.691 1.175 -5.325 -0.186 -0.274 -0.241 0.152
H 5.160 -1.015 -5.517 -0.414 -0.141 0.051 0.208
H 6.143 -2.410 -5.683 1.176 0.405 -0.640 0.476
H 5.559 -2.881 -3.739 -0.591 -0.033 0.038 0.428
H 3.990 -0.884 -3.451 -0.207 -0.042 -0.462 0.126
H 5.262 0.061 -2.929 0.216 -0.037 0.984 0.059
H 4.517 -1.395 -1.976 1.036 0.192 0.475 -0.257
H 7.667 -1.108 -3.131 0.006 0.701 0.218 0.284
H 7.518 -2.515 -3.696 1.867 -1.005 0.679 0.354
C -8.770 2.938 -1.242 -0.342 -0.569 -0.165 -0.727
O -8.389 1.577 -1.392 0.456 -0.182 0.666 -0.335
C -7.851 0.964 -0.212 0.549 -0.049 -1.617 -1.051
C -6.478 1.461 0.344 -2.221 0.478 0.799 0.726
C -5.283 1.020 -0.409 0.234 -0.139 -0.588 -1.329
N -6.564 0.927 1.692 0.348 -0.489 0.605 -0.498
H -9.525 3.121 -0.477 0.112 -0.351 0.655 0.317
H -9.332 3.175 -2.146 0.631 0.306 -0.283 0.263
H -7.898 3.561 -1.041 -0.133 0.277 -0.303 0.267
H -8.636 0.913 0.542 -0.037 0.481 0.218 0.530
H -7.619 -0.071 -0.464 -0.416 -0.190 -0.352 0.397
H -6.458 2.551 0.307 -0.150 0.310 0.295 0.246
H -4.397 1.405 0.097 0.122 0.017 -0.247 0.308
H -5.399 1.454 -1.402 0.496 0.017 -0.206 0.268
H -5.192 -0.060 -0.520 -0.146 -0.104 0.169 0.254
H -7.534 0.706 1.867 0.267 0.079 0.605 0.189
H -6.200 1.484 2.451 0.169 0.138 -0.185 0.159
C 2.085 -1.985 0.281 -1.048 -0.944 1.367 -0.397
O 0.702 -1.617 0.333 0.174 -1.160 -2.180 -0.160
C 0.223 -0.594 1.115 -0.305 1.020 0.810 -0.683
C -1.334 -0.401 0.964 0.878 -0.197 0.686 0.628
C -1.834 -0.054 -0.387 1.352 -0.234 -2.633 -0.565
N -1.790 0.700 1.844 0.162 -0.759 0.114 -0.309
H 2.326 -2.519 1.200 0.306 0.580 0.682 0.579
H 2.807 -1.186 0.109 -0.229 0.168 -0.301 -0.011
H 2.173 -2.851 -0.374 -0.106 0.622 -0.909 0.018
H 0.494 -0.811 2.148 -0.475 -0.097 0.597 0.443
H 0.742 0.349 0.942 -0.007 0.426 -0.514 0.181
H -1.778 -1.371 1.190 -0.012 -0.217 0.568 0.109
H -1.416 0.895 -0.721 -0.710 0.667 0.384 0.015
H -2.884 -0.208 -0.636 -0.071 0.540 0.742 -0.020
H -1.365 -0.654 -1.166 0.237 -0.866 0.159 0.047
H -2.735 0.441 2.090 -0.450 0.441 0.122 0.066
H -1.305 0.686 2.730 0.256 -0.089 0.247 0.151
C 1.907 2.589 -0.640 -0.035 -2.887 -0.512 -0.703
O 1.917 3.541 0.367 0.653 -0.377 -0.104 -0.240
C 1.740 4.838 -0.163 -2.286 -0.580 -0.723 -0.906
C 0.241 5.252 0.017 0.440 1.531 0.471 0.299
C 0.058 6.668 -0.638 -0.299 -1.357 0.569 -1.501
N -0.196 5.274 1.422 0.230 -0.158 -0.462 -0.489
H 2.251 1.606 -0.320 0.531 0.096 1.095 -0.224
H 2.543 2.675 -1.521 0.162 1.203 -0.072 0.690
H 0.947 2.212 -0.992 -0.842 1.043 -0.157 0.369
H 2.508 5.485 0.261 -0.282 0.341 -0.101 0.454
H 1.744 4.730 -1.247 1.059 0.552 -0.235 0.425
H -0.371 4.540 -0.535 0.025 -0.182 0.132 0.326
H -0.866 7.163 -0.339 0.095 -0.161 0.441 0.415
H -0.070 6.527 -1.711 0.731 0.327 -0.149 0.358
H 0.920 7.248 -0.305 -0.085 0.436 -0.573 0.307
H -0.190 4.327 1.771 -0.209 -0.351 0.008 0.186
H 0.557 5.695 1.948 0.049 0.464 0.327 0.263
C 0.877 -0.490 -2.929 1.349 0.234 -0.539 -0.780
O 1.725 0.037 -3.973 0.436 0.067 1.710 0.047
C 1.326 -0.017 -5.303 -0.418 0.869 0.369 -0.902
C 1.059 1.406 -5.882 -0.313 -0.204 0.238 0.674
C -0.052 2.180 -5.201 1.248 1.131 2.296 -1.241
N 0.630 1.316 -7.219 -0.696 -0.934 -2.147 -0.744
H 1.457 -0.400 -2.011 -0.040 0.373 0.048 -0.139
H 0.790 -1.572 -3.030 -0.689 -0.072 -0.328 0.480
H -0.049 0.074 -2.820 -0.142 -0.284 -0.210 0.364
H 2.125 -0.488 -5.875 0.095 -0.052 -0.244 0.228
H 0.441 -0.652 -5.360 -0.369 0.050 -0.463 0.384
H 1.968 2.007 -5.910 0.204 -0.068 0.603 0.203
H -0.975 1.675 -4.915 0.112 -0.281 -0.374 0.303
H -0.256 3.183 -5.575 -0.184 -0.428 -1.066 0.419
H 0.435 2.523 -4.288 -0.337 -0.377 0.913 0.109
H 1.260 0.794 -7.812 0.466 -0.017 -0.155 0.263
H -0.169 0.703 -7.149 -0.670 0.029 -0.630 0.300


No. 3
17
Properties=species:S:1:pos:R:3:forces:R:3:nbo_charge:R:1 method="wB97M-V/def2-TZVPD" lumo_energy_ev=0.9823 homo_ev=-9.274 energy_ha=-346.8353
C 1.787 1.610 -0.378 0.293 0.363 -0.144 -0.257
O 1.077 1.040 0.684 0.212 0.922 0.717 -0.767
C -0.096 -0.762 -0.242 -0.735 0.382 -0.239 -0.184
C -0.179 -1.601 1.021 0.026 0.250 0.046 -0.071
O -1.600 -1.789 0.780 -0.430 -0.350 0.108 -0.516
C -1.495 -1.083 -0.458 -0.724 -0.666 -0.465 0.056
C -1.365 0.372 -0.192 0.059 -0.789 -0.305 -0.558
H 2.635 0.971 -0.676 -0.209 0.119 0.136 0.165
H 1.166 1.780 -1.274 0.079 -0.074 0.220 0.158
H 2.176 2.573 -0.041 0.198 0.118 -0.322 0.176
H 0.772 -0.771 -0.916 -0.813 0.543 0.216 0.244
H 0.074 -1.117 1.971 -0.271 -0.033 -0.163 0.193
H 0.344 -2.572 0.972 -0.115 0.401 -0.229 0.186
H -1.968 -1.446 -1.350 -0.402 -0.463 -0.054 0.194
H -1.514 1.058 -1.037 0.490 -0.557 0.111 0.234
H -1.931 0.718 0.694 0.978 -0.335 -0.111 0.250
H 0.118 1.021 0.441 1.365 0.169 0.477 0.497


Copy entry 3 word for word.
17
Properties=species:S:1:pos:R:3:forces:R:3:nbo_charge:R:1 method="wB97M-V/def2-TZVPD" lumo_energy_ev=0.9823 homo_ev=-9.274 energy_ha=-346.8353
C 1.787 1.610 -0.378 0.293 0.363 -0.144 -0.257
O 1.077 1.040 0.684 0.212 0.922 0.717 -0.767
C -0.096 -0.762 -0.242 -0.735 0.382 -0.239 -0.184
C -0.179 -1.601 1.021 0.026 0.250 0.046 -0.071
O -1.600 -1.789 0.780 -0.430 -0.350 0.108 -0.516
C -1.495 -1.083 -0.458 -0.724 -0.666 -0.465 0.056
C -1.365 0.372 -0.192 0.059 -0.789 -0.305 -0.558
H 2.635 0.971 -0.676 -0.209 0.119 0.136 0.165
H 1.166 1.780 -1.274 0.079 -0.074 0.220 0.158
H 2.176 2.573 -0.041 0.198 0.118 -0.322 0.176
H 0.772 -0.771 -0.916 -0.813 0.543 0.216 0.244
H 0.074 -1.117 1.971 -0.271 -0.033 -0.163 0.193
H 0.344 -2.572 0.972 -0.115 0.401 -0.229 0.186
H -1.968 -1.446 -1.350 -0.402 -0.463 -0.054 0.194
H -1.514 1.058 -1.037 0.490 -0.557 0.111 0.234
H -1.931 0.718 0.694 0.978 -0.335 -0.111 0.250
H 0.118 1.021 0.441 1.365 0.169 0.477 0.497


What did the first record say?
20
Properties=species:S:1:pos:R:3:forces:R:3:nbo_charge:R:1 method="wB97M-V/def2-TZVPD" s_squared=2.02 lumo_energy_ev="-0.4274 / -2.8897" multiplicity=3 homo_ev="-7.025 / -9.832" energy_ha=-825.3920
C -1.834 -1.831 0.103 0.558 0.671 -0.062 0.210
C 1.169 0.178 0.114 0.012 -0.277 0.009 -0.403
C 0.473 -0.337 -1.143 0.058 0.364 -0.274 -0.389
C 0.443 -0.269 1.379 0.008 0.376 0.180 -0.390
C -1.006 0.102 -1.178 0.437 -0.401 -0.129 -0.446
C -1.036 0.156 1.332 0.298 -0.377 0.108 -0.447
C -1.599 -0.437 0.080 0.287 0.175 -0.069 -0.119
N -2.026 -2.963 0.110 -0.424 -0.853 0.050 -0.334
F -3.899 1.502 -0.381 0.386 -1.382 0.488 -0.465
S -3.968 -0.042 0.205 -1.711 1.408 -0.326 0.668
H 2.195 -0.198 0.137 0.026 0.118 -0.014 0.215
H 1.214 1.269 0.085 0.040 0.090 -0.002 0.195
H 0.979 0.034 -2.034 0.106 -0.057 -0.060 0.212
H 0.513 -1.430 -1.161 0.014 0.008 -0.071 0.206
H 0.493 -1.357 1.466 0.009 -0.021 0.059 0.207
H 0.914 0.164 2.262 0.093 -0.060 0.056 0.212
H -1.075 1.190 -1.198 -0.046 0.041 0.004 0.215
H -1.492 -0.304 -2.066 -0.053 0.068 -0.007 0.222
H -1.559 -0.210 2.216 -0.057 0.050 0.064 0.220
H -1.112 1.244 1.298 -0.039 0.061 -0.003 0.212